Computed, not measured: a structure of composition C26H24F5LiN2S3, with the ωB97M-V functional and the def2-TZVPD basis.

Values from the calculation:
Lowest unoccupied orbital energy = -1.04 eV
Net charge = 0
Frontier orbital gap = 6.92 eV

```
61
C26H24F5LiN2S3 | the Open Molecules 2025 dataset | the ωB97M-V functional and the def2-TZVPD basis
S -0.55402 -1.48684 1.66520
S 1.31301 -0.46920 -0.88706
S 2.40191 0.54764 2.32712
F 5.54312 -6.60664 2.51580
F 4.78989 -1.97235 2.53446
F 1.54584 -4.91252 0.73271
F 6.36105 -4.07856 3.11162
F 3.13176 -7.00786 1.32705
N 0.01941 1.77088 -0.33338
N -2.15647 0.33383 0.60807
C 2.74388 -4.65507 1.33170
C 5.16675 -4.27502 2.52551
C 2.60459 0.11077 4.06274
C -3.34806 -0.29902 1.17164
C 0.13574 2.20629 -3.29229
C 4.75733 -5.56108 2.22529
C -1.17738 2.47079 0.10857
C 3.09296 -3.35178 1.60835
C -0.30354 2.66896 -4.52181
C 4.09598 1.02555 1.94688
C -5.58198 -0.21576 0.00151
C -3.85394 -1.61878 -0.89945
C -4.29047 -0.71867 0.07025
C -0.93052 -0.20177 0.69587
C 3.52860 -5.75835 1.61917
C 0.13045 0.45051 -0.17215
C 0.14145 4.92730 -3.83693
C -4.70260 -2.00839 -1.92172
C -0.30077 4.03083 -4.79645
C 1.04321 2.58879 -0.98176
C -6.43560 -0.60924 -1.02154
C 4.32256 -3.22506 2.20910
C -5.99618 -1.50360 -1.98385
C -2.36462 1.57291 -0.12643
C 0.57957 3.10372 -2.32273
C 0.57598 4.46394 -2.60162
Li 1.88963 -1.73625 1.18956
H -1.09143 2.74854 1.16387
H -3.27472 2.03929 0.24931
H 1.64172 -0.24611 4.42451
H -2.84734 -2.01995 -0.84571
H -3.01832 -1.15070 1.76012
H 0.91838 5.16644 -1.84991
H -6.65936 -1.81181 -2.78147
H -3.83363 0.41188 1.84395
H 4.77547 0.20536 2.16862
H 4.37150 1.91600 2.51005
H -4.35886 -2.71254 -2.66804
H 1.26943 3.41937 -0.30848
H -2.49774 1.38017 -1.19546
H 0.14522 5.98918 -4.04568
H -7.44236 -0.21460 -1.06514
H 2.90342 0.98327 4.64218
H -0.64167 4.38956 -5.75881
H 3.34215 -0.68272 4.16019
H 1.93159 1.97057 -1.08803
H 4.14279 1.24783 0.88120
H -0.64332 1.96616 -5.27147
H -5.92680 0.48404 0.75468
H -1.27398 3.37656 -0.48925
H 0.14935 1.14332 -3.08024
```

These are the Löwdin partial charges, in e, on atoms 1 to 2:
1 S 0.710
2 S 0.690

***

Computed, not measured: a structure of composition C26H24HfN6O3S7 at a distorted geometry, with the ωB97M-V functional and the def2-TZVPD basis.

Values from the calculation:
Lowest unoccupied orbital energy = -2.10 eV
Net charge = 0
Energy above the lowest of the compared OMol25 structures with the same formula, charge and spin = 0.442 eV
Frontier orbital gap = 5.42 eV

```
67
C26H24HfN6O3S7 | the Open Molecules 2025 dataset | the ωB97M-V functional and the def2-TZVPD basis
Hf -0.20527 0.81609 -0.78403
S 5.27938 -3.06195 0.57538
S 5.15424 -0.72439 -1.26086
S 2.78316 -2.26331 -0.83753
S 0.36483 2.94704 -3.71799
S 1.00247 -0.67910 -2.58236
S 0.63987 3.20891 -1.82808
S 3.95291 1.27781 -3.09102
O 1.44938 2.03732 -1.22085
O -0.70233 2.82279 -1.10450
O 1.13328 4.46973 -1.38163
N -0.83152 -1.43585 0.02557
N -2.11213 0.45668 -2.07362
N -2.15406 1.18905 0.39452
N 0.31542 0.97731 1.35467
N -3.27052 1.25652 -0.14810
N -1.01748 -1.51321 1.36747
C -3.26755 0.77897 -1.47305
C 4.45836 -2.08673 -0.45681
C -0.59897 1.65158 2.10946
C -1.41128 -2.71957 1.77910
C 1.51415 -0.26078 3.11395
C -4.50262 0.33914 -3.45728
C -1.16383 -2.65287 -0.43164
C -1.53377 -3.48093 0.63981
C -2.62949 3.07284 3.51065
C -1.30865 2.97637 4.00423
C 3.72729 -0.15922 -2.10527
C -4.48483 0.72748 -2.12767
C 2.60586 -0.87852 -1.89827
C 3.51915 0.65081 -4.72700
C -1.19670 -3.06881 -1.86544
C -1.60236 -3.04276 3.22331
C 1.53506 0.51378 1.95242
C 3.90350 -0.53100 3.00795
C -1.93511 1.77209 1.62816
C -3.31114 0.03369 -4.08853
C 2.69070 -0.77672 3.63683
C 2.75745 0.77515 1.33457
C 3.93105 0.25132 1.86459
C -2.93502 2.47681 2.32149
C -2.13562 0.11227 -3.36701
C -0.32444 2.29269 3.33978
H -3.92088 2.54909 1.88134
H -1.05530 3.47474 4.93245
H 0.68122 2.25372 3.73718
H 4.22687 -0.10138 -5.06765
H -0.19617 -3.18880 -2.27195
H -5.43948 0.29465 -4.00006
H 2.65780 -1.38055 4.53672
H -1.73010 -4.01697 -1.94085
H -3.27614 -0.24442 -5.13300
H -0.64687 -3.01858 3.75438
H -0.71246 -0.73151 1.91912
H 4.82142 -0.94913 3.40312
H -2.02155 -4.04179 3.32939
H -5.38063 1.00759 -1.59101
H 3.55383 1.51770 -5.38925
H -3.37517 3.63436 4.05723
H 0.57328 -0.45044 3.62282
H 4.87546 0.45484 1.37073
H 2.78727 1.39620 0.45085
H -1.70903 -2.33771 -2.48860
H -2.28004 -2.33381 3.70430
H -1.17848 -0.08408 -3.82718
H 2.50247 0.26251 -4.72364
H -1.84013 -4.51474 0.57817
```

These are the Löwdin partial charges, in e, on atoms 1 to 2:
1 Hf 1.503
2 S 0.534

***

Computed, not measured: a structure of composition C26H24N4O4OsSe2, with the ωB97M-V functional and the def2-TZVPD basis.

Values from the calculation:
Lowest unoccupied orbital energy (alpha / beta) = -6.53 / -8.76 eV
Multiplicity = 5
Net charge = +2
Energy above the lowest of the compared OMol25 structures with the same formula, charge and spin = 1.080 eV
Frontier orbital gap (alpha / beta) = 7.29 / 5.18 eV

```
61
C26H24N4O4OsSe2 | the Open Molecules 2025 dataset | the ωB97M-V functional and the def2-TZVPD basis
Os 0.01852 0.40971 -0.34036
Se 3.34740 0.93974 1.36177
Se 2.40140 -0.84670 2.47256
O -1.35176 1.72441 -0.66365
O -3.01227 4.07780 -1.12655
O 0.97619 -1.33865 -0.24076
O 0.97250 2.64175 0.08538
N -1.07810 -2.27987 -0.20913
N -1.40892 -0.97176 -0.27069
N -0.04118 0.62523 2.03832
N 2.11467 0.64587 -1.24932
C 4.45050 0.23275 -1.14171
C -2.73188 -0.76903 -0.25874
C 0.08299 -4.86998 -0.05524
C -1.18571 1.18042 2.47919
C -1.71719 0.93139 3.72558
C -3.37983 0.45532 -0.40119
C 3.34296 0.21388 -3.25474
C 0.24350 -2.40871 -0.19757
C -4.80371 0.41710 -0.32936
C -1.03791 0.06026 4.56667
C 0.16825 -0.46696 4.14611
C 3.24031 0.51616 -0.52851
C -3.44170 2.84197 -0.84127
C 2.86686 -5.04865 -0.01575
C 2.16931 0.48791 -2.57473
C 0.64483 -0.15182 2.87885
C -5.52338 1.57369 -0.47235
C -4.83959 2.75904 -0.72735
C 2.08127 -6.19369 0.04800
C -2.69111 1.67604 -0.63899
C -1.68369 4.38295 -1.55744
C 1.69344 3.57683 -0.73001
C 0.86987 -3.71555 -0.12005
C 4.50598 0.07642 -2.52121
C 0.69431 -6.10622 0.02706
C 2.26541 -3.80789 -0.10105
H 2.55449 -7.16399 0.11510
H 1.39740 4.59634 -0.48900
H 0.09395 -7.00319 0.07546
H -3.31002 -1.67968 -0.15272
H -6.60095 1.57736 -0.40672
H -0.99417 -4.78960 -0.06700
H -0.96536 4.20885 -0.76118
H 0.76089 -1.08641 4.80562
H -5.29117 -0.53213 -0.15492
H 1.02362 2.89258 1.01460
H -2.63809 1.40900 4.02630
H 1.43976 3.36604 -1.76528
H 3.94443 -5.13097 -0.00004
H 5.34235 0.14461 -0.53723
H -1.41879 3.80104 -2.43982
H -1.68198 1.85123 1.79104
H 2.86302 -2.90808 -0.15310
H 5.44566 -0.14692 -3.00782
H 3.33118 0.10979 -4.32991
H -1.71763 5.43894 -1.81015
H 1.23300 0.59631 -3.11074
H 2.77029 3.46564 -0.58973
H -5.38328 3.68513 -0.86528
H -1.42111 -0.17306 5.55073
```

These are the Löwdin partial charges, in e, on atoms 1 to 2:
1 Os 1.749
2 Se 0.751

***

Computed, not measured: a structure of composition C26H25AuN5O2S at a distorted geometry, with the ωB97M-V functional and the def2-TZVPD basis.

Values from the calculation:
Lowest unoccupied orbital energy = -2.80 eV
Net charge = +1
Energy above the lowest of the compared OMol25 structures with the same formula, charge and spin = 0.299 eV
Frontier orbital gap = 7.94 eV

```
60
C26H25AuN5O2S | the Open Molecules 2025 dataset | the ωB97M-V functional and the def2-TZVPD basis
Au -0.11017 -0.93876 -0.17064
S 1.08922 -2.84203 -1.10030
O -3.51863 1.73524 -0.72008
O 3.50311 1.88239 0.32685
N 1.26743 -5.36931 -0.29780
N -2.26767 0.02294 -0.00275
N -0.77183 -4.60939 -0.21507
N -0.01056 1.47456 -0.21429
N 2.28292 0.03607 -0.03705
C 3.64414 -0.47004 0.13584
C -2.88647 -2.00513 -2.05372
C 0.49431 -4.30393 -0.50887
C -3.75183 -1.76602 -0.99218
C 4.93337 -2.40157 1.05111
C 4.10103 -3.78471 2.83113
C 1.12992 2.14463 -0.12251
C 3.78911 -1.61285 1.11471
C 5.08931 -3.48412 1.90326
C -3.61602 -0.54878 -0.09645
C 4.43550 0.80184 0.54973
C 2.32569 1.29882 0.06059
C -0.01240 4.21336 -0.41340
C 2.96764 -2.98915 2.91178
C -2.33213 1.24388 -0.36745
C 0.51278 -6.54714 0.11700
C -1.15207 2.12685 -0.37346
C -4.99313 -3.74357 -1.59741
C 1.17714 3.53197 -0.20510
C -0.94009 -6.02408 0.11416
C 2.81384 -1.90565 2.05914
C -4.46370 0.64782 -0.61687
C -1.20452 3.50879 -0.49328
C -3.05590 -3.11763 -2.86796
C -4.81393 -2.64104 -0.77617
C -4.11030 -3.99016 -2.63948
H -4.87870 0.45664 -1.60490
H 0.82476 -6.88198 1.10617
H -1.55273 -6.52472 -0.63588
H -4.25703 -4.84610 -3.28568
H -3.91340 -0.83228 0.91577
H 4.22714 -4.62660 3.50012
H 0.65689 -7.36674 -0.58625
H -2.08323 -1.31242 -2.25880
H -1.41602 -6.13974 1.08675
H -2.15096 4.00959 -0.64123
H 5.98145 -4.09427 1.84203
H -5.50220 -2.45680 0.04122
H -0.01185 5.29069 -0.50528
H 2.20078 -3.21036 3.64370
H 3.97487 -0.82729 -0.84504
H 2.12260 4.04743 -0.11454
H 5.32630 0.97398 -0.04794
H -1.53711 -4.00549 -0.47066
H 1.92492 -1.29000 2.11080
H -2.36454 -3.29017 -3.68342
H -5.82662 -4.41268 -1.42678
H 2.26722 -5.33046 -0.39581
H 4.69702 0.79104 1.60808
H -5.26061 0.94203 0.06174
H 5.70025 -2.17148 0.31941
```

These are the Löwdin partial charges, in e, on atoms 1 to 2:
1 Au 0.547
2 S 0.640